1) Below is a molecular structure, C3H7NS, with properties calculated with ωB97M-V/def2-TZVPD.

Kohn-Sham gap: 10.004 eV
LUMO: 0.93 eV
2S+1: 1

Each line ends with the natural charge from an NBO analysis.
Positions of all 12 atoms, in Å:
C -0.615 0.346 -0.117  -0.378
C 0.054 -0.969 -0.429  -0.227
C 0.509 0.469 0.897  -0.220
H -1.719 1.309 -1.951  0.125
H -1.534 0.181 0.339  0.220
H 0.952 -0.701 -1.043  0.175
H -0.643 -1.752 -0.868  0.199
H 1.415 -1.415 1.117  0.351
H 1.410 0.807 0.426  0.173
H 0.337 1.017 1.826  0.197
N 0.475 -1.013 1.005  -0.601
S -0.642 1.721 -1.201  -0.013

---

2) Below is a single C3H7NS molecule, with properties calculated with ωB97M-V/def2-TZVPD.

SMILES: SC[C@H]1CN1
Kohn-Sham gap: 10.095 eV
LUMO: 0.92 eV
2S+1: 1

Each line ends with the natural charge from an NBO analysis.
Positions of all 12 atoms, in Å:
S 1.689 -0.720 0.253  -0.041
C 0.538 0.338 -0.668  -0.525
C -0.822 -0.134 -0.292  -0.112
C -1.440 0.542 0.861  -0.287
N -1.892 0.735 -0.624  -0.570
H 1.927 0.181 1.222  0.127
H 0.575 0.121 -1.749  0.224
H 0.616 1.437 -0.469  0.235
H -0.901 -1.231 -0.279  0.200
H -1.968 -0.085 1.571  0.202
H -0.947 1.402 1.336  0.197
H -2.740 0.066 -0.721  0.351

---

Most stable of them? 1).

---

1) Below is a single C3H7NS molecule, with properties calculated with ωB97M-V/def2-TZVPD.

SMILES: SC[C@H]1CN1
Kohn-Sham gap: 10.317 eV
LUMO: 0.85 eV
2S+1: 1

Each line ends with the natural charge from an NBO analysis.
Positions of all 12 atoms, in Å:
S -1.994 -0.542 -0.244  -0.028
C -0.905 0.877 -0.096  -0.543
C 0.575 0.513 -0.211  -0.100
C 1.206 -0.633 0.449  -0.267
N 1.073 -0.607 -1.005  -0.576
H -1.731 -1.092 0.935  0.113
H -1.177 1.531 -0.941  0.230
H -1.141 1.465 0.801  0.229
H 1.143 1.418 -0.419  0.199
H 2.150 -0.489 0.970  0.201
H 0.498 -1.207 1.011  0.181
H 0.305 -1.233 -1.250  0.361

---

2) Below is 2 unconnected molecules or ions with the total composition C3H7NS, with properties calculated with ωB97M-V/def2-TZVPD.

Kohn-Sham gap (spin up / spin down): 6.739 / 8.131 eV
LUMO (spin up / spin down): -0.62 / 0.35 eV
2S+1: 1

Each line ends with the natural charge from an NBO analysis.
Positions of all 12 atoms, in Å:
C -1.255 1.373 -0.179  -0.405
C 0.073 1.431 -0.135  -0.063
C -0.244 -1.691 0.076  -0.424
N 0.747 0.331 0.381  -0.583
S 2.254 -0.144 -0.070  0.279
H -1.827 2.124 -0.635  0.197
H -1.817 0.515 0.133  0.193
H 0.616 2.353 -0.495  0.200
H 0.558 -2.026 0.645  0.150
H -1.132 -1.412 0.668  0.190
H -0.113 -1.593 -0.936  0.181
H 2.140 -1.261 0.548  0.085

---

3) Below is 2 unconnected molecules or ions with the total composition C3H7NS, with properties calculated with ωB97M-V/def2-TZVPD.

SMILES: C=NS.C=C
Kohn-Sham gap: 9.918 eV
LUMO: 0.91 eV
2S+1: 1

Each line ends with the natural charge from an NBO analysis.
Positions of all 12 atoms, in Å:
C -0.050 -0.338 -1.553  -0.086
N 0.913 -1.008 -1.105  -0.550
S 2.316 -0.158 -0.759  0.177
H 0.082 0.715 -1.776  0.157
H -0.965 -0.924 -1.733  0.192
H 3.029 -1.173 -0.340  0.111
C -1.387 -0.020 1.240  -0.400
C -0.386 0.851 1.289  -0.383
H -1.445 -1.065 1.474  0.209
H -2.159 0.437 0.539  0.191
H -0.568 1.859 0.969  0.182
H 0.620 0.824 1.755  0.200

---

4) Below is a single C3H7NS molecule, with properties calculated with ωB97M-V/def2-TZVPD.

SMILES: CC(C)=[NH+][S-]
Kohn-Sham gap: 8.147 eV
LUMO: 0.56 eV
2S+1: 1

Each line ends with the natural charge from an NBO analysis.
Positions of all 12 atoms, in Å:
C 0.782 -0.928 0.466  -0.670
C -0.512 -0.137 0.195  0.334
C -0.529 1.338 -0.082  -0.710
N -1.563 -0.813 -0.038  -0.555
S -3.031 -0.035 -0.223  -0.263
H 1.605 -0.233 0.201  0.239
H 0.877 -1.776 -0.293  0.228
H 0.602 -1.314 1.426  0.236
H 0.470 1.767 -0.169  0.216
H -1.153 1.902 0.711  0.266
H -1.108 1.640 -0.954  0.271
H -1.531 -1.827 0.166  0.407

---

Most stable of them? 1).

---

1) Below is a single C9H8N2 molecule, with properties calculated with ωB97M-V/def2-TZVPD.

SMILES: c1ccc(-c2ncc[nH]2)cc1
Kohn-Sham gap: 9.359 eV
LUMO: 0.76 eV
2S+1: 1

Each line ends with the natural charge from an NBO analysis.
Positions of all 19 atoms, in Å:
C 1.001 -2.696 1.189  -0.202
C 1.085 -1.557 1.950  -0.216
C 0.728 -0.370 1.444  -0.166
C 0.168 -0.218 0.143  -0.086
C -0.229 1.099 -0.345  0.336
N 0.500 2.150 -0.386  -0.459
C -0.245 3.119 -1.053  -0.094
C -1.489 2.643 -1.318  -0.130
N -1.471 1.264 -0.851  -0.555
C 0.074 -1.311 -0.657  -0.199
C 0.527 -2.611 -0.201  -0.163
H 1.464 -3.571 1.507  0.208
H 1.571 -1.648 3.026  0.219
H 0.730 0.508 1.995  0.218
H 0.204 4.222 -1.235  0.224
H -2.544 2.971 -1.620  0.225
H -2.410 0.612 -0.975  0.446
H -0.171 -1.323 -1.768  0.216
H 0.509 -3.283 -0.843  0.178

---

2) Below is a single C9H8N2 molecule, with properties calculated with ωB97M-V/def2-TZVPD.

SMILES: c1ccc(-c2ncc[nH]2)cc1
Kohn-Sham gap: 9.203 eV
LUMO: 0.80 eV
2S+1: 1

Each line ends with the natural charge from an NBO analysis.
Positions of all 19 atoms, in Å:
C 1.150 2.843 -0.322  -0.193
C 1.114 2.334 0.983  -0.207
C 0.577 1.065 1.179  -0.138
C 0.128 0.332 0.072  -0.039
C -0.469 -1.091 0.272  0.352
N -0.885 -1.450 1.482  -0.458
C -1.382 -2.762 1.264  -0.103
C -1.166 -3.134 -0.042  -0.124
N -0.604 -1.995 -0.693  -0.535
C 0.185 0.847 -1.257  -0.200
C 0.664 2.149 -1.392  -0.236
H 1.584 4.008 -0.387  0.210
H 1.539 3.146 1.694  0.228
H 0.468 0.751 1.959  0.170
H -1.922 -3.370 2.022  0.219
H -1.094 -4.180 -0.708  0.223
H -0.515 -2.177 -1.575  0.411
H -0.253 0.320 -2.216  0.215
H 0.880 2.363 -2.334  0.205

---

Most stable of them? 1).

---

1) Below is a single C6H9Br molecule, with properties calculated with ωB97M-V/def2-TZVPD.

SMILES: C=C(C)C1(Br)CC1
Kohn-Sham gap: 10.553 eV
LUMO: 0.81 eV
2S+1: 1

Each line ends with the natural charge from an NBO analysis.
Positions of all 16 atoms, in Å:
C 0.721 1.302 -1.244  -0.420
C -0.149 0.353 -0.899  0.054
C -0.997 -0.559 -1.658  -0.676
C -0.330 0.202 0.762  -0.062
Br -2.187 0.518 1.392  -0.015
C 0.810 0.314 1.654  -0.470
C 0.228 -1.035 1.375  -0.453
H 1.161 1.254 -2.218  0.195
H 1.459 1.780 -0.548  0.206
H -1.974 -0.235 -1.288  0.247
H -0.883 -0.462 -2.771  0.228
H -0.659 -1.654 -1.435  0.230
H 0.650 0.686 2.646  0.232
H 1.814 0.690 1.501  0.241
H 0.840 -1.640 0.651  0.221
H -0.503 -1.513 2.077  0.241

---

2) Below is a single C6H9Br molecule, with properties calculated with ωB97M-V/def2-TZVPD.

SMILES: CC1(C)C/C1=C\Br
Kohn-Sham gap: 9.976 eV
LUMO: 0.88 eV
2S+1: 1

Each line ends with the natural charge from an NBO analysis.
Positions of all 16 atoms, in Å:
C -1.227 -1.180 -0.319  -0.614
C -0.439 0.007 0.136  -0.028
C -1.303 1.169 -0.052  -0.608
C 0.672 0.076 1.223  -0.458
C 1.135 0.031 -0.169  -0.019
C 2.243 -0.236 -0.858  -0.276
Br 3.920 -0.220 0.003  0.022
H -2.153 -1.295 0.284  0.214
H -0.585 -2.064 -0.462  0.227
H -1.619 -0.677 -1.217  0.222
H -0.695 2.087 0.193  0.217
H -2.103 1.187 0.653  0.215
H -1.863 1.306 -1.110  0.206
H 0.956 1.016 1.660  0.232
H 0.681 -0.791 1.926  0.229
H 2.380 -0.416 -1.892  0.220

---

Most stable of them? 1).